No. 1
{
  "formula": "H12O6",
  "method": "the ωB97M-V functional and the def2-TZVPD basis",
  "de_lowest_kcal_mol": 66.2,
  "e_tot_ha": -458.5670,
  "lumo_ev": 0.38,
  "smiles": "O.O.O.O.O.O",
  "gap_ev": 10.921,
  "symbols": ["O", "O", "O", "O", "O", "O", "H", "H", "H", "H", "H", "H", "H", "H", "H", "H", "H", "H"],
  "positions_angstrom": [[-2.777, 1.956, 1.098], [-0.907, 3.530, -0.945], [2.527, -2.772, 1.044], [2.235, -0.304, -0.432], [-0.794, 0.777, 0.126], [-0.208, -3.405, -1.074], [2.602, 0.549, -0.886], [-1.218, 2.781, -0.395], [2.682, -0.121, 0.438], [-2.830, 2.411, 2.034], [-0.063, -4.399, -1.304], [-0.867, 1.214, -0.743], [-3.662, 1.554, 1.139], [3.282, -2.161, 1.167], [2.041, -2.447, 0.209], [-1.539, 4.315, -0.678], [-0.567, -3.494, -0.211], [-0.473, 1.539, 0.696]],
  "nbo_charge": [-0.94, -0.96, -0.96, -0.93, -0.90, -0.93, 0.47, 0.47, 0.46, 0.46, 0.47, 0.46, 0.48, 0.46, 0.50, 0.48, 0.47, 0.46]
}

No. 2
{
  "formula": "C3H7NOS",
  "method": "the ωB97M-V functional and the def2-TZVPD basis",
  "de_lowest_kcal_mol": 110.1,
  "e_tot_ha": -646.5365,
  "lumo_ev": 0.62,
  "gap_ev": 9.461,
  "symbols": ["S", "O", "N", "C", "C", "C", "H", "H", "H", "H", "H", "H", "H"],
  "positions_angstrom": [[0.472, 1.564, -0.291], [-0.050, 2.640, 0.560], [-1.416, -0.478, -1.331], [0.648, -0.856, -0.014], [1.331, 0.263, 0.780], [-0.612, -0.097, -0.298], [0.668, 0.562, 1.628], [1.237, -1.005, -0.992], [-1.814, -1.375, -1.285], [-1.338, 0.089, 1.247], [2.356, 0.310, 0.851], [-2.079, 0.189, -1.320], [0.597, -1.808, 0.465]],
  "nbo_charge": [1.18, -0.93, -0.83, -0.51, -0.56, -0.02, 0.24, 0.22, 0.38, 0.01, 0.22, 0.37, 0.23]
}

No. 3
{
  "formula": "CH3NO2S",
  "method": "the ωB97M-V functional and the def2-TZVPD basis",
  "de_lowest_kcal_mol": 38.3,
  "e_tot_ha": -643.2531,
  "lumo_ev": -0.32,
  "gap_ev": 9.559,
  "symbols": ["S", "O", "O", "N", "C", "H", "H", "H"],
  "positions_angstrom": [[0.411, -0.660, -0.776], [-0.148, 0.261, -1.783], [-1.196, -1.020, 1.480], [1.328, 0.276, 0.363], [-1.005, -0.575, 0.420], [1.876, 0.925, -0.105], [-1.803, -0.100, -0.287], [0.537, 0.894, 0.688]],
  "nbo_charge": [1.27, -0.96, -0.44, -0.97, 0.22, 0.38, 0.15, 0.35]
}

No. 4
{
  "formula": "C3H16NO3S",
  "method": "the ωB97M-V functional and the def2-TZVPD basis",
  "de_lowest_kcal_mol": 38.3,
  "e_tot_ha": -802.2899,
  "lumo_ev": -2.89,
  "charge": 1,
  "gap_ev": 9.620,
  "symbols": ["S", "O", "O", "O", "N", "C", "C", "C", "H", "H", "H", "H", "H", "H", "H", "H", "H", "H", "H", "H", "H", "H", "H", "H"],
  "positions_angstrom": [[-1.846, 2.247, 0.008], [1.531, 2.965, -0.590], [-0.386, -1.914, -2.298], [2.313, -1.240, -1.055], [0.923, 0.276, 0.546], [-0.898, -1.466, 1.274], [-1.438, 0.891, 1.167], [-0.609, -0.179, 0.504], [0.286, -2.390, -2.846], [-1.134, 1.192, 2.141], [2.928, -1.977, -1.073], [1.812, -1.035, -1.853], [-0.544, -2.468, 1.060], [-1.971, -1.752, 1.327], [-2.520, 0.519, 1.446], [-0.517, -1.367, 2.321], [-0.905, -0.270, -0.529], [-3.207, 2.353, 0.350], [1.316, -0.672, 0.559], [1.315, 0.689, -0.313], [1.263, 3.385, 0.237], [-1.121, -2.033, -2.914], [2.398, 3.370, -0.844], [1.009, 0.873, 1.375]],
  "nbo_charge": [-0.04, -0.97, -0.96, -1.00, -0.72, -0.67, -0.57, -0.06, 0.47, 0.22, 0.51, 0.51, 0.25, 0.26, 0.27, 0.22, 0.26, 0.17, 0.48, 0.48, 0.48, 0.49, 0.50, 0.44]
}